Entry 1:
ORCA calculation (ωB97M-V with the def2-TZVPD basis set) on an isolated molecule of C20H23BrN2O4S at a distorted geometry.

Calculated values
DFT total energy (eV): -113160.480
Frontier orbital gap (Ha): 0.330
Total charge: 0
E_LUMO (eV): 0.324
E_HOMO (eV): -8.6471
Structure (SMILES): CCOc1ccc(C(=O)CN2CCN(S(=O)(=O)c3ccc(Br)cc3)CC2)cc1
ΔE to the lowest compared entry with this formula, charge and spin (kJ/mol): 77.54

Last column: Löwdin charge in e.
Atoms and positions in Å:
C1 -2.84 -4.49 1.34  -0.063
C2 -4.27 -4.03 1.07  -0.243
O1 -4.41 -3.42 -0.20  -0.042
C3 -3.98 -2.16 -0.41  -0.261
C4 -4.11 -1.69 -1.72  0.009
C5 -3.73 -0.41 -2.05  -0.003
C6 -3.19 0.45 -1.08  -0.164
C7 -2.80 1.80 -1.51  -0.360
O2 -3.12 2.26 -2.58  0.092
C8 -1.97 2.63 -0.53  -0.119
N1 -0.87 1.87 0.03  -0.184
C9 -0.19 2.57 1.11  -0.162
C10 0.83 1.63 1.75  -0.175
N2 1.78 1.15 0.77  -0.232
S1 3.02 2.23 0.39  0.677
O3 2.77 2.99 -0.80  -0.282
O4 3.35 2.93 1.59  -0.275
C11 4.32 1.05 0.04  -0.274
C12 4.76 0.23 1.06  -0.047
C13 5.77 -0.69 0.82  -0.108
C14 6.31 -0.77 -0.46  -0.676
Br1 7.68 -2.03 -0.80  0.747
C15 5.87 0.05 -1.49  -0.110
C16 4.87 0.97 -1.23  -0.049
C17 1.14 0.56 -0.38  -0.162
C18 0.09 1.48 -0.99  -0.151
C19 -3.07 -0.02 0.22  -0.013
C20 -3.46 -1.30 0.56  -0.010
H1 -2.52 -5.18 0.57  0.080
H2 -2.15 -3.65 1.35  0.066
H3 -2.80 -5.00 2.30  0.077
H4 -4.94 -4.89 1.04  0.124
H5 -4.62 -3.35 1.86  0.116
H6 -4.53 -2.36 -2.46  0.119
H7 -3.83 -0.05 -3.06  0.120
H8 -2.63 2.95 0.28  0.135
H9 -1.63 3.53 -1.06  0.138
H10 -0.93 2.88 1.85  0.127
H11 0.34 3.47 0.74  0.132
H12 1.39 2.15 2.52  0.113
H13 0.32 0.76 2.17  0.130
H14 4.32 0.33 2.04  0.120
H15 6.13 -1.34 1.60  0.104
H16 6.31 -0.03 -2.47  0.105
H17 4.50 1.63 -2.00  0.117
H18 1.92 0.34 -1.12  0.120
H19 0.67 -0.37 -0.06  0.133
H20 -0.44 0.96 -1.79  0.131
H21 0.59 2.37 -1.43  0.121
H22 -2.67 0.62 0.99  0.107
H23 -3.36 -1.62 1.59  0.104


Entry 2:
ORCA calculation (ωB97M-V with the def2-TZVPD basis set) on a structure of composition C3H3BrCl2S at a distorted geometry.

Calculated values
DFT total energy (eV): -109077.525
Frontier orbital gap (spin up / spin down) (Ha): 0.243 / 0.243
Total charge: 0
E_LUMO (spin up / spin down) (eV): -2.280 / -2.281
E_HOMO (spin up / spin down) (eV): -8.8932 / -8.8971
ΔE to the lowest compared entry with this formula, charge and spin (kJ/mol): 323.96

Last column: Löwdin charge in e.
Atoms and positions in Å:
C1 1.11 -0.94 0.34  -0.788
C2 0.65 -1.49 1.43  -1.360
C3 -0.89 1.55 -1.11  -0.579
S1 0.64 1.79 -0.26  0.577
Cl1 1.71 -1.46 -1.10  0.695
Cl2 0.76 -3.22 1.58  0.594
Br1 -0.28 -0.69 2.75  0.775
H1 -0.95 0.40 -1.15  0.038
H2 -0.91 2.15 -1.97  -0.016
H3 -1.84 1.91 -0.51  0.065


Entry 3:
ORCA calculation (ωB97M-V with the def2-TZVPD basis set) on a structure of composition C24H23F10HfN4S4 at a distorted geometry.

Calculated values
DFT total energy (eV): -103039.511
Frontier orbital gap (Ha): 0.292
Total charge: +1
E_LUMO (eV): -2.871
E_HOMO (eV): -10.8118
ΔE to the lowest compared entry with this formula, charge and spin (kJ/mol): 1.10

Last column: Löwdin charge in e.
Atoms and positions in Å:
Hf1 -0.12 -0.31 -0.51  1.627
C1 2.89 2.43 0.70  -0.495
C2 1.76 3.43 0.84  -0.476
S1 0.16 2.88 0.15  0.857
C3 -0.91 3.29 1.56  -0.513
C4 -0.69 2.47 2.83  -0.468
S2 -0.58 0.68 2.56  0.866
C5 0.93 0.25 3.46  -0.492
C6 2.19 0.98 3.03  -0.477
S3 2.54 0.75 1.26  0.905
H1 3.18 2.31 -0.34  0.069
H2 3.77 2.81 1.23  0.096
H3 1.59 3.69 1.88  0.068
H4 2.04 4.35 0.33  0.089
H5 -0.79 4.35 1.78  0.094
H6 -1.93 3.17 1.18  0.051
H7 0.22 2.80 3.33  0.066
H8 -1.51 2.67 3.52  0.090
H9 0.76 0.41 4.53  0.094
H10 1.03 -0.83 3.31  0.069
H11 2.14 2.04 3.24  0.067
H12 3.04 0.59 3.60  0.091
C7 -3.23 0.51 0.86  -0.084
N1 -2.49 0.03 -0.33  -0.281
C8 -2.86 -1.40 -0.52  -0.176
C9 -2.28 -2.24 0.60  -0.206
N2 -0.87 -1.86 0.73  -0.165
C10 -0.03 -2.78 1.33  -0.191
C11 1.34 -2.72 1.05  -0.142
F1 1.74 -1.70 0.22  -0.071
C12 2.29 -3.58 1.54  -0.141
F2 3.57 -3.43 1.22  0.149
C13 1.88 -4.61 2.37  -0.136
F3 2.77 -5.47 2.87  0.148
C14 0.54 -4.72 2.69  -0.133
F4 0.14 -5.69 3.50  0.151
C15 -0.39 -3.83 2.19  -0.130
F5 -1.66 -3.97 2.59  0.110
C16 -2.95 0.86 -1.47  -0.170
C17 -2.08 0.67 -2.69  -0.206
N3 -0.69 0.77 -2.25  -0.163
C18 0.28 0.93 -3.21  -0.187
C19 0.14 1.13 -4.60  -0.120
F6 -1.07 1.21 -5.18  0.105
C20 1.23 1.26 -5.44  -0.132
F7 1.02 1.45 -6.73  0.153
C21 2.53 1.18 -4.97  -0.137
F8 3.56 1.32 -5.79  0.148
C22 2.73 0.97 -3.62  -0.141
F9 3.94 0.88 -3.09  0.143
C23 1.62 0.85 -2.81  -0.127
F10 1.82 0.59 -1.46  -0.088
H13 -4.30 0.41 0.69  0.115
H14 -3.01 1.56 1.03  0.064
H15 -2.96 -0.05 1.75  0.047
H16 -2.46 -1.74 -1.48  0.093
H17 -3.95 -1.50 -0.58  0.144
H18 -2.39 -3.29 0.32  0.131
H19 -2.83 -2.10 1.53  0.114
H20 -2.87 1.91 -1.15  0.125
H21 -4.00 0.65 -1.69  0.141
H22 -2.35 1.45 -3.41  0.126
H23 -2.27 -0.29 -3.18  0.128
S4 -0.85 -4.21 -2.71  0.705
C24 -0.22 -2.84 -2.27  -0.924
N4 0.23 -1.79 -1.93  -0.070


Entry 4:
ORCA calculation (ωB97M-V with the def2-TZVPD basis set) on a structure of composition C50H40BN3O11S2Tc at a distorted geometry.

Calculated values
DFT total energy (eV): -104013.758
Frontier orbital gap (spin up / spin down) (Ha): 0.191 / 0.141
Total charge: +2
E_LUMO (spin up / spin down) (eV): -7.137 / -8.487
E_HOMO (spin up / spin down) (eV): -12.3327 / -12.3338
Multiplicity: 2
⟨S²⟩: 0.943

Last column: Löwdin charge in e.
Atoms and positions in Å:
Tc1 0.40 -0.33 0.00  1.113
C1 -5.47 4.16 -1.43  -0.032
C2 -4.13 3.57 -1.15  -0.246
C3 -3.00 3.93 -1.88  -0.007
C4 -1.75 3.42 -1.58  -0.048
C5 -1.63 2.54 -0.52  -0.361
C6 -2.74 2.11 0.20  -0.058
C7 -3.98 2.63 -0.12  -0.005
S1 0.01 2.02 0.01  0.923
O1 1.00 2.59 -0.87  -0.393
C8 0.19 2.86 1.61  -0.247
C9 -0.45 4.10 1.73  -0.027
C10 -0.38 4.79 2.91  0.024
C11 0.28 4.25 4.03  -0.137
C12 0.30 4.91 5.27  -0.003
C13 0.93 4.35 6.36  -0.044
C14 1.55 3.10 6.24  -0.047
C15 1.57 2.44 5.04  -0.015
C16 0.94 2.99 3.90  -0.109
C17 0.92 2.32 2.64  -0.158
C18 1.75 1.10 2.48  -0.122
C19 3.13 1.22 2.24  -0.070
C20 3.80 2.51 2.24  0.047
C21 5.10 2.66 1.97  0.040
C22 5.95 1.55 1.44  -0.123
C23 5.19 0.21 1.31  -0.342
C24 3.86 0.06 1.97  -0.049
C25 3.32 -1.21 2.12  0.032
C26 1.97 -1.33 2.38  -0.037
C27 1.19 -0.18 2.48  -0.323
S2 -0.57 -0.44 2.17  0.922
O2 -1.31 0.76 2.51  -0.411
C28 -0.87 -1.66 3.46  -0.350
C29 -1.05 -3.00 3.18  -0.061
C30 -1.12 -3.89 4.24  -0.007
C31 -0.99 -3.45 5.56  -0.242
C32 -0.97 -4.41 6.70  -0.028
C33 -0.86 -2.08 5.80  -0.001
C34 -0.80 -1.18 4.76  -0.047
H1 -5.38 5.08 -1.99  0.085
H2 -6.00 4.36 -0.50  0.089
H3 -6.08 3.46 -2.00  0.096
H4 -3.10 4.64 -2.69  0.123
H5 -0.87 3.71 -2.14  0.119
H6 -2.64 1.43 1.02  0.089
H7 -4.85 2.33 0.44  0.127
H8 -0.99 4.50 0.89  0.120
H9 -0.86 5.75 3.00  0.129
H10 -0.19 5.86 5.36  0.123
H11 0.94 4.86 7.30  0.116
H12 2.01 2.65 7.10  0.113
H13 2.04 1.47 4.96  0.117
H14 3.23 3.37 2.55  0.134
H15 5.58 3.63 2.05  0.130
H16 6.95 1.52 1.89  0.176
H17 6.82 -0.84 1.10  0.146
H18 3.95 -2.07 1.96  0.137
H19 1.51 -2.31 2.47  0.124
H20 -1.14 -3.34 2.16  0.119
H21 -1.26 -4.94 4.04  0.125
H22 -0.84 -5.43 6.36  0.086
H23 -1.91 -4.35 7.25  0.100
H24 -0.17 -4.16 7.40  0.092
H25 -0.79 -1.72 6.82  0.130
H26 -0.70 -0.12 4.93  0.120
O3 7.08 -0.38 -4.42  0.123
N1 5.95 -0.72 -4.64  -0.357
O4 5.52 -1.22 -5.65  0.134
C35 4.98 -0.52 -3.56  -0.092
C36 3.65 -0.84 -3.74  0.147
C37 2.76 -0.66 -2.70  -0.048
C38 3.17 -0.21 -1.40  -0.175
O5 2.36 -0.08 -0.42  -0.132
C39 4.57 0.10 -1.26  -0.059
C40 5.43 -0.01 -2.35  0.133
N2 5.01 0.64 -0.10  0.133
O6 6.03 1.60 0.00  0.119
O7 5.92 -0.94 1.43  0.122
N3 1.39 -0.88 -2.92  -0.244
O8 0.56 -0.17 -2.28  -0.040
O9 1.02 -1.72 -3.72  0.208
H27 3.31 -1.20 -4.70  0.154
H28 6.47 0.27 -2.24  0.148
C41 -5.43 -2.64 -5.53  -0.038
C42 -3.98 -3.02 -5.85  -0.561
C43 -3.37 -1.97 -6.81  -0.034
C44 -3.98 -4.37 -6.57  -0.059
C45 -3.17 -3.01 -4.58  -0.152
C46 -2.39 -4.11 -4.18  -0.001
C47 -1.61 -4.10 -3.03  0.025
C48 -1.62 -2.94 -2.27  -0.217
O10 -0.93 -2.62 -1.16  0.128
B1 -1.25 -1.28 -0.88  -0.590
O11 -2.20 -0.83 -1.75  0.171
C49 -2.41 -1.83 -2.65  -0.173
C50 -3.17 -1.84 -3.79  0.075
H29 -6.04 -2.73 -6.43  0.089
H30 -5.52 -1.62 -5.17  0.074
H31 -5.84 -3.30 -4.77  0.093
H32 -3.93 -1.97 -7.74  0.089
H33 -2.34 -2.21 -7.02  0.089
H34 -3.42 -0.97 -6.38  0.076
H35 -4.58 -4.29 -7.47  0.090
H36 -4.42 -5.15 -5.95  0.092
H37 -2.98 -4.68 -6.87  0.086
H38 -2.38 -5.00 -4.78  0.107
H39 -1.01 -4.95 -2.76  0.123
H40 -3.74 -0.97 -4.08  0.128